Molecular formula: C26H27N3O2SiTc
Method: DFT, ωB97M-V with the def2-TZVPD basis set

- LUMO level (spin up / spin down) (eV) = -7.240 / -8.826
- E_tot (eV) = -46025.9759
- highest occupied orbital energy (spin up / spin down) (eV) = -14.17 / -14.68
- gap between HOMO and LUMO (spin up / spin down) (eV) = 6.93 / 5.85
- strongest force on any atom (eV Å⁻¹) = 0.5
- M (g mol⁻¹) = 539.61
- 2S+1 = 2
- expectation value of S² = 0.78
- charge = +2

Positions of all 60 atoms, in Å:
Tc: -0.274 -0.333 0.466
C: -1.705 2.253 -0.633
O: -0.475 1.494 -0.460
C: 0.703 2.023 -1.032
C: 0.751 3.196 -1.751
C: 1.990 3.607 -2.233
C: 3.133 2.864 -1.985
C: 3.056 1.684 -1.257
C: 1.825 1.251 -0.797
N: 1.732 0.035 -0.027
N: 1.159 -0.983 -0.713
C: 1.490 -2.313 -0.512
C: 0.401 -3.031 0.059
O: -0.583 -2.282 0.485
C: 0.447 -4.425 0.199
C: 1.595 -5.060 -0.182
C: 2.725 -4.361 -0.733
C: 3.876 -5.042 -1.108
C: 4.953 -4.354 -1.666
C: 4.888 -2.979 -1.871
C: 3.755 -2.277 -1.510
C: 2.669 -2.952 -0.921
H: -1.561 3.249 -0.221
H: -2.469 1.725 -0.072
H: -1.953 2.290 -1.691
H: -0.129 3.794 -1.941
H: 2.053 4.528 -2.795
H: 4.091 3.207 -2.350
H: 3.942 1.106 -1.028
H: -0.396 -4.953 0.623
H: 1.672 -6.134 -0.068
H: 3.934 -6.114 -0.970
H: 5.841 -4.900 -1.954
H: 5.723 -2.463 -2.325
H: 3.687 -1.213 -1.697
C: 1.180 -0.311 5.021
Si: 1.567 -0.063 3.223
C: 2.364 1.572 2.888
C: 2.470 -1.576 2.633
N: -0.029 -0.043 2.237
C: -1.354 0.162 2.734
C: -1.655 0.784 3.940
C: -2.979 0.912 4.332
C: -4.013 0.453 3.525
C: -3.731 -0.103 2.287
C: -2.407 -0.227 1.892
H: 2.101 -0.681 5.481
H: 0.411 -1.066 5.194
H: 0.907 0.599 5.554
H: 3.250 1.673 3.520
H: 1.691 2.394 3.145
H: 2.679 1.689 1.851
H: 3.265 -1.796 3.351
H: 2.928 -1.450 1.654
H: 1.807 -2.446 2.622
H: -0.867 1.148 4.579
H: -3.202 1.366 5.287
H: -5.038 0.532 3.860
H: -4.525 -0.443 1.637
H: -2.291 -0.730 0.914

Molecular formula: C26H27N3OS6Ti
Method: DFT, ωB97M-V with the def2-TZVPD basis set

- LUMO level (eV) = 0.125
- ΔE to the lowest compared entry with this formula, charge and spin (kJ/mol) = 0.0
- E_tot (eV) = -122047.7702
- highest occupied orbital energy (eV) = -7.47
- gap between HOMO and LUMO (eV) = 7.59
- strongest force on any atom (eV Å⁻¹) = 0.9
- M (g mol⁻¹) = 637.79

Positions of all 64 atoms, in Å:
Ti: -0.594 1.068 0.444
C: -1.343 2.418 3.111
C: -1.116 0.972 3.519
N: -1.229 0.110 2.336
C: -2.634 -0.034 1.832
C: -2.728 0.990 0.728
S: -1.143 2.922 -1.020
C: -1.628 4.087 0.287
C: -0.604 4.053 1.402
N: -0.474 2.688 1.956
H: -2.381 2.595 2.832
H: -1.103 3.084 3.945
H: -0.105 0.863 3.909
H: -1.831 0.671 4.291
H: -0.810 -0.795 2.533
H: -2.741 -1.051 1.453
H: -3.328 0.091 2.671
H: -3.161 0.619 -0.197
H: -3.236 1.907 1.010
H: -1.668 5.086 -0.149
H: -2.627 3.856 0.661
H: 0.370 4.326 0.993
H: -0.849 4.761 2.203
H: 0.491 2.567 2.301
S: 2.405 1.497 2.739
C: 2.538 1.602 1.049
N: 1.582 1.468 0.131
C: 2.098 1.553 -1.170
C: 1.386 1.373 -2.355
C: 2.051 1.472 -3.563
C: 3.418 1.742 -3.617
C: 4.142 1.901 -2.451
C: 3.472 1.801 -1.239
S: 4.117 1.906 0.367
H: 0.332 1.137 -2.345
H: 1.496 1.329 -4.481
H: 3.915 1.820 -4.576
H: 5.207 2.098 -2.477
O: -0.486 -0.512 -0.400
C: -0.119 -1.877 -0.560
C: 0.232 -2.379 0.834
C: -0.524 -3.168 1.654
C: 0.008 -3.269 2.970
C: 1.150 -2.544 3.122
S: 1.559 -1.699 1.697
C: 1.012 -1.959 -1.574
C: 0.847 -2.054 -2.927
C: 2.067 -1.994 -3.646
C: 3.141 -1.847 -2.825
S: 2.679 -1.768 -1.186
C: -1.303 -2.650 -1.113
C: -1.381 -3.987 -1.365
C: -2.621 -4.365 -1.946
C: -3.446 -3.299 -2.135
S: -2.726 -1.840 -1.613
H: -1.431 -3.658 1.330
H: -0.430 -3.870 3.754
H: 1.776 -2.456 3.996
H: -0.122 -2.169 -3.392
H: 2.140 -2.063 -4.722
H: 4.183 -1.779 -3.093
H: -0.572 -4.673 -1.154
H: -2.881 -5.378 -2.214
H: -4.439 -3.293 -2.556

Molecular formula: C26H27N5O2SY
Method: DFT, ωB97M-V with the def2-TZVPD basis set

- LUMO level (eV) = -9.703
- ΔE to the lowest compared entry with this formula, charge and spin (kJ/mol) = 38.1
- E_tot (eV) = -50802.5658
- highest occupied orbital energy (eV) = -16.90
- gap between HOMO and LUMO (eV) = 7.20
- strongest force on any atom (eV Å⁻¹) = 0.6
- M (g mol⁻¹) = 562.51
- charge = +3

Positions of all 62 atoms, in Å:
Y: -0.090 -0.104 -0.644
C: -0.666 -2.235 -4.770
O: -1.840 -1.377 -4.491
C: -1.659 -0.878 -3.310
N: -0.626 -1.232 -2.619
C: 0.107 -2.244 -3.429
C: 1.580 -1.945 -3.557
C: 2.336 -2.686 -4.462
C: 3.697 -2.463 -4.603
C: 4.337 -1.496 -3.838
C: 3.608 -0.754 -2.925
C: 2.245 -0.990 -2.801
C: -2.621 0.113 -2.778
C: -3.785 0.523 -3.401
C: -4.562 1.481 -2.756
C: -4.154 1.994 -1.527
C: -2.976 1.512 -0.990
N: -2.224 0.593 -1.599
C: -2.374 1.928 0.294
N: -1.324 1.334 0.762
C: -1.022 1.978 2.067
C: -1.995 3.180 2.094
O: -2.887 2.924 0.946
C: 0.430 2.347 2.244
C: 0.803 3.046 3.391
C: 2.124 3.409 3.607
C: 3.108 3.071 2.685
C: 2.762 2.369 1.543
C: 1.432 2.019 1.339
H: -0.122 -1.757 -5.581
H: -1.056 -3.200 -5.074
H: -0.021 -3.210 -2.935
H: 1.865 -3.454 -5.066
H: 4.261 -3.047 -5.317
H: 5.398 -1.324 -3.956
H: 4.092 0.006 -2.327
H: 1.726 -0.348 -2.076
H: -4.069 0.110 -4.360
H: -5.481 1.828 -3.210
H: -4.731 2.745 -1.005
H: -1.296 1.264 2.849
H: -1.511 4.136 1.906
H: -2.628 3.230 2.973
H: 0.054 3.326 4.124
H: 2.387 3.965 4.497
H: 4.136 3.361 2.856
H: 3.517 2.109 0.813
H: 1.226 1.498 0.399
C: -1.132 -3.140 4.445
N: -0.736 -2.803 3.064
C: 0.122 -1.908 2.621
S: 0.627 -2.067 0.938
N: 0.696 -0.949 3.336
C: 0.576 -0.611 4.763
H: -1.600 -4.118 4.401
H: -1.851 -2.428 4.838
H: -0.258 -3.209 5.087
H: -1.051 -3.447 2.354
H: 1.429 -0.466 2.838
H: 1.246 -1.222 5.364
H: -0.446 -0.718 5.106
H: 0.865 0.433 4.863

Molecular formula: C26H27N5O3
Method: DFT, ωB97M-V with the def2-TZVPD basis set

- LUMO level (eV) = 0.490
- ΔE to the lowest compared entry with this formula, charge and spin (kJ/mol) = 123.0
- E_tot (eV) = -40994.2345
- highest occupied orbital energy (eV) = -7.46
- gap between HOMO and LUMO (eV) = 7.95
- strongest force on any atom (eV Å⁻¹) = 1.0
- M (g mol⁻¹) = 457.53
- SMILES = COc1ccc(C(=O)N/C(=C\c2cn(C)c3ccccc23)C(=O)NCCCn2ccnc2)cc1

Positions of all 61 atoms, in Å:
C: -6.599 -2.291 -0.044
O: -5.594 -3.243 0.214
C: -4.305 -2.830 0.293
C: -3.874 -1.517 0.129
C: -2.531 -1.203 0.243
C: -1.585 -2.186 0.515
C: -0.120 -1.953 0.634
O: 0.658 -2.895 0.493
N: 0.232 -0.685 0.930
C: 1.426 0.043 1.101
C: 1.376 1.379 0.911
C: 0.288 2.108 0.316
C: -0.506 1.692 -0.731
N: -1.381 2.672 -1.089
C: -2.325 2.598 -2.166
C: -1.183 3.755 -0.272
C: -1.833 4.982 -0.234
C: -1.411 5.898 0.706
C: -0.371 5.605 1.592
C: 0.273 4.388 1.565
C: -0.129 3.446 0.620
C: 2.752 -0.508 1.515
O: 3.640 0.242 1.895
N: 2.923 -1.833 1.385
C: 4.235 -2.423 1.476
C: 5.139 -2.002 0.309
C: 4.531 -2.294 -1.068
N: 3.528 -1.336 -1.459
C: 3.719 0.005 -1.640
C: 2.510 0.514 -2.013
N: 1.585 -0.482 -2.068
C: 2.227 -1.571 -1.736
C: -2.027 -3.504 0.655
C: -3.359 -3.825 0.555
H: -7.535 -2.846 -0.052
H: -6.639 -1.527 0.739
H: -6.456 -1.810 -1.017
H: -4.576 -0.727 -0.090
H: -2.246 -0.172 0.085
H: -0.547 -0.035 0.946
H: 2.252 1.944 1.198
H: -0.420 0.789 -1.308
H: -2.213 1.643 -2.675
H: -3.349 2.685 -1.789
H: -2.152 3.404 -2.883
H: -2.638 5.213 -0.916
H: -1.893 6.863 0.761
H: -0.073 6.353 2.312
H: 1.073 4.163 2.253
H: 2.160 -2.394 0.995
H: 4.113 -3.508 1.495
H: 4.707 -2.098 2.409
H: 5.331 -0.932 0.400
H: 6.088 -2.531 0.396
H: 5.330 -2.283 -1.819
H: 4.065 -3.284 -1.074
H: 4.669 0.475 -1.493
H: 2.247 1.527 -2.242
H: 1.785 -2.546 -1.682
H: -1.292 -4.271 0.849
H: -3.701 -4.840 0.672

The lowest E_tot belongs to which entry? C26H27N3OS6Ti

The highest M belongs to which entry? C26H27N3OS6Ti

What did the fourth record say?
Molecular formula: C26H27N5O3
Method: DFT, ωB97M-V with the def2-TZVPD basis set

- LUMO level (eV) = 0.490
- ΔE to the lowest compared entry with this formula, charge and spin (kJ/mol) = 123.0
- E_tot (eV) = -40994.2345
- highest occupied orbital energy (eV) = -7.46
- gap between HOMO and LUMO (eV) = 7.95
- strongest force on any atom (eV Å⁻¹) = 1.0
- M (g mol⁻¹) = 457.53
- SMILES = COc1ccc(C(=O)N/C(=C\c2cn(C)c3ccccc23)C(=O)NCCCn2ccnc2)cc1

Positions of all 61 atoms, in Å:
C: -6.599 -2.291 -0.044
O: -5.594 -3.243 0.214
C: -4.305 -2.830 0.293
C: -3.874 -1.517 0.129
C: -2.531 -1.203 0.243
C: -1.585 -2.186 0.515
C: -0.120 -1.953 0.634
O: 0.658 -2.895 0.493
N: 0.232 -0.685 0.930
C: 1.426 0.043 1.101
C: 1.376 1.379 0.911
C: 0.288 2.108 0.316
C: -0.506 1.692 -0.731
N: -1.381 2.672 -1.089
C: -2.325 2.598 -2.166
C: -1.183 3.755 -0.272
C: -1.833 4.982 -0.234
C: -1.411 5.898 0.706
C: -0.371 5.605 1.592
C: 0.273 4.388 1.565
C: -0.129 3.446 0.620
C: 2.752 -0.508 1.515
O: 3.640 0.242 1.895
N: 2.923 -1.833 1.385
C: 4.235 -2.423 1.476
C: 5.139 -2.002 0.309
C: 4.531 -2.294 -1.068
N: 3.528 -1.336 -1.459
C: 3.719 0.005 -1.640
C: 2.510 0.514 -2.013
N: 1.585 -0.482 -2.068
C: 2.227 -1.571 -1.736
C: -2.027 -3.504 0.655
C: -3.359 -3.825 0.555
H: -7.535 -2.846 -0.052
H: -6.639 -1.527 0.739
H: -6.456 -1.810 -1.017
H: -4.576 -0.727 -0.090
H: -2.246 -0.172 0.085
H: -0.547 -0.035 0.946
H: 2.252 1.944 1.198
H: -0.420 0.789 -1.308
H: -2.213 1.643 -2.675
H: -3.349 2.685 -1.789
H: -2.152 3.404 -2.883
H: -2.638 5.213 -0.916
H: -1.893 6.863 0.761
H: -0.073 6.353 2.312
H: 1.073 4.163 2.253
H: 2.160 -2.394 0.995
H: 4.113 -3.508 1.495
H: 4.707 -2.098 2.409
H: 5.331 -0.932 0.400
H: 6.088 -2.531 0.396
H: 5.330 -2.283 -1.819
H: 4.065 -3.284 -1.074
H: 4.669 0.475 -1.493
H: 2.247 1.527 -2.242
H: 1.785 -2.546 -1.682
H: -1.292 -4.271 0.849
H: -3.701 -4.840 0.672